Record 1
# C36H34AlCl5N2O2PS

C36H34AlCl5N2O2PS as an isolated structure (wB97M-V/def2-TZVPD, the Open Molecules 2025 dataset).

```
82
Properties=species:S:1:pos:R:3:forces:R:3
Al -0.986832 1.097931 -0.323224 -0.9 -0.9 -0.1
C 2.582097 2.106112 1.251902 0.3 0.5 0.5
C 2.949574 0.724585 1.716453 -0.3 0.0 -0.3
C 4.308868 0.458565 1.866256 -0.3 -0.7 0.1
C 4.708510 -0.786471 2.323370 0.5 0.2 0.4
C 3.763598 -1.734010 2.689021 0.3 0.0 -0.6
C 2.418288 -1.538465 2.418171 0.4 0.2 0.6
C 2.001628 -0.286007 1.981638 -0.3 0.3 -0.6
P 0.201430 0.054094 1.741311 0.2 0.1 0.1
C -0.594014 -1.443577 2.458500 0.2 1.0 2.1
C -0.929099 -1.390812 3.841755 -0.3 0.2 -0.5
C -1.500891 -2.490814 4.455694 -0.6 -0.2 0.4
C -1.778691 -3.631780 3.717563 0.1 -0.4 -0.6
C -1.380613 -3.695215 2.380826 -0.8 -1.2 1.0
C -0.760912 -2.634038 1.776014 0.1 0.7 -1.1
C -0.255665 -2.822196 0.383262 0.1 -0.6 0.2
C -0.061769 1.550240 2.809789 -0.8 -0.5 -1.1
C 0.569502 1.695296 4.054567 -0.3 -0.2 -0.8
C 0.451572 2.882031 4.711603 -0.7 0.6 0.4
C -0.275979 3.941721 4.132541 0.7 0.6 1.3
C -0.932836 3.796624 2.958133 0.3 -0.8 -1.0
C -0.847802 2.578750 2.240207 0.8 0.0 0.8
C -1.439993 2.570679 0.853765 -0.6 -0.1 0.7
H 2.636920 2.802750 2.105040 -0.2 -0.2 -0.2
H 1.609082 2.244424 0.775040 0.1 -0.2 0.1
H 3.360384 2.434064 0.575015 0.1 0.2 -0.4
H 5.077438 1.189272 1.654612 -0.2 0.2 -0.2
H 5.785961 -0.971568 2.420005 -0.6 -0.1 0.2
H 4.094869 -2.633277 3.156841 0.1 -0.6 0.0
H 1.728307 -2.345133 2.629389 -0.1 0.2 0.0
H -0.839983 -0.470306 4.430663 0.2 -0.4 -0.4
H -1.839227 -2.488830 5.496086 0.3 0.3 -0.3
H -2.300978 -4.486943 4.164958 0.3 0.4 -0.1
H -1.556095 -4.628995 1.826343 0.1 0.5 0.1
H -1.014961 -3.095030 -0.324703 -0.6 -0.3 -0.2
H 0.453738 -3.641280 0.420263 0.4 -0.1 -0.3
H 0.207393 -1.959859 -0.037643 0.6 0.6 0.0
H 1.172898 0.894360 4.447816 0.0 -0.2 0.2
H 0.797939 2.946848 5.727167 0.5 0.3 0.1
H -0.270778 4.939186 4.596267 -0.1 -0.6 0.1
H -1.404261 4.652490 2.502157 -0.3 0.0 -0.1
H -1.126330 3.522999 0.457164 -0.1 0.5 -0.5
H -2.545004 2.634660 0.987020 0.6 -0.1 -0.4
Cl -3.383607 -0.280485 1.309827 0.2 0.5 0.2
C -3.002872 -1.104606 -0.157059 0.5 0.5 -1.2
C -2.114954 -0.443252 -1.083796 -0.6 -2.1 -0.1
C -2.020806 -1.192112 -2.310714 -0.6 0.5 0.6
Cl -1.234202 -0.552519 -3.741678 0.1 0.4 0.4
C -2.652863 -2.433460 -2.539100 0.5 0.4 0.4
Cl -2.414000 -3.295319 -3.997700 0.1 0.0 -0.3
C -3.407353 -3.039756 -1.541304 0.1 0.1 0.2
Cl -3.956185 -4.644919 -1.756915 -0.3 0.0 0.2
C -3.655812 -2.335375 -0.364559 0.8 0.9 -0.3
Cl -4.685787 -2.923705 0.837764 -0.4 -0.6 0.3
C -4.084628 1.784176 -2.855812 -0.6 -1.3 0.1
S -2.548030 2.614965 -2.405493 0.2 0.2 0.0
C -3.272983 4.094463 -1.621029 0.7 -0.3 -0.3
H -4.707616 2.395238 -3.502427 0.2 0.3 -0.1
H -4.680693 1.535706 -1.956505 0.4 0.2 -0.3
H -3.923740 0.816417 -3.402466 0.3 1.0 0.6
H -3.983547 3.758809 -0.896026 -0.4 0.0 0.6
H -3.751354 4.673427 -2.384163 -0.4 0.3 -0.4
H -2.509112 4.726608 -1.158897 0.0 -0.4 -0.1
O 2.085313 -3.312390 -6.129467 0.3 0.9 -1.1
C 3.057501 -2.627762 -5.402685 0.2 -0.3 -0.2
N 2.634617 -1.426809 -4.727040 -0.1 -0.5 1.7
C 2.423615 -1.367308 -3.363329 -1.3 0.5 -1.1
O 2.380365 -2.286772 -2.592270 0.6 -1.0 0.3
C 2.008286 -0.014363 -2.885568 0.0 0.6 -0.3
C 2.473457 1.165662 -3.439583 0.8 0.5 0.4
C 2.061708 2.386978 -2.915671 0.3 0.8 -0.3
C 1.088820 2.392330 -1.956389 -0.6 0.0 -0.3
N 0.546624 1.255598 -1.509420 0.0 -0.2 0.5
C 1.033631 0.084686 -1.903993 0.6 0.1 -0.3
H 1.462883 -3.695832 -5.545349 -1.0 -0.7 1.0
H 3.751017 -2.255796 -6.130661 0.6 -0.4 -0.5
H 3.506814 -3.340376 -4.716360 0.4 0.5 0.4
H 2.211501 -0.712333 -5.283700 0.1 0.3 -0.3
H 3.280001 1.204761 -4.168007 -0.3 -0.4 -0.1
H 2.491073 3.344819 -3.252475 -0.3 -0.7 0.1
H 0.637299 3.285363 -1.571380 0.1 0.4 0.1
H 0.618341 -0.777794 -1.427219 -0.1 -0.5 -0.1
```
Forces are in eV/Å.

Values from the calculation:
gap between HOMO and LUMO = 7.89 eV
ΔE to the lowest compared entry with this formula, charge and spin = 28.79 kJ/mol
net charge = +1
E_LUMO = -3.239 eV



Record 2
# C36H34BBrIN14NaO3

C36H34BBrIN14NaO3 as an isolated structure (wB97M-V/def2-TZVPD, the Open Molecules 2025 dataset).

```
91
Properties=species:S:1:pos:R:3:forces:R:3
Na 1.291788 -0.449523 -0.295920 -0.4 0.1 0.3
C 1.460735 -2.904840 -3.457657 0.0 -0.1 0.2
C 0.710536 -2.840629 -2.253503 0.7 -0.5 -0.2
N 0.128297 -1.680628 -2.083896 0.4 0.2 -0.7
N 0.438671 -0.965531 -3.212004 -0.4 0.2 0.2
C 1.276761 -1.671374 -4.021692 -0.4 -0.2 0.0
B -0.035241 0.452430 -3.431189 0.8 -0.1 0.1
N 1.325557 1.380631 -3.031269 -0.4 -0.1 0.2
C 1.574503 2.643676 -3.327953 0.5 -0.3 0.1
C 2.706303 3.113144 -2.523429 0.1 0.2 0.1
C 3.255621 1.780143 -2.010534 0.0 -0.1 0.0
N 2.165581 0.839416 -2.164307 -0.2 0.5 -0.4
N -1.126302 0.919696 -2.495420 -0.2 0.0 -0.2
C -1.716437 2.154462 -2.517689 0.0 -0.3 0.3
C -2.815763 2.110000 -1.700367 0.4 -0.8 -0.3
C -2.854619 0.752866 -1.271863 -0.3 0.5 0.1
N -1.840526 0.048690 -1.735334 -0.4 0.6 -0.1
N -0.262871 0.741197 -4.897029 0.0 0.1 0.3
C -0.750185 -0.140235 -5.796167 -0.1 0.3 -0.4
C -0.922737 0.531802 -6.982908 0.1 0.2 0.2
C -0.526091 1.854450 -6.691658 -0.1 -0.1 -0.2
N -0.137667 1.991037 -5.434667 -0.2 -0.6 -0.1
H 2.058882 -3.722308 -3.844051 -0.2 0.2 0.1
H 0.644935 -3.590641 -1.480745 -0.1 -0.1 0.0
H 1.614982 -1.270341 -4.967737 0.0 0.0 0.2
H 0.980588 3.129801 -4.087527 -0.1 0.1 0.1
H 3.425813 3.774586 -3.001706 -0.2 -0.1 0.0
H 4.006228 1.451958 -2.745501 0.1 0.0 0.0
H -1.344578 2.954250 -3.135415 0.1 0.0 0.0
H -3.505512 2.898416 -1.511376 -0.3 0.3 0.1
H -3.606471 0.276939 -0.657810 0.0 0.0 0.0
H -0.944687 -1.162646 -5.520642 0.0 0.0 0.0
H -1.277199 0.139021 -7.918740 0.0 0.0 0.0
H -0.513572 2.703841 -7.359569 0.0 0.0 0.1
C 1.907858 3.249475 2.652048 0.1 -0.2 -0.2
O 0.980902 2.257362 2.203800 0.6 0.4 0.0
C -0.073115 2.036000 3.018429 -0.5 -0.3 0.0
C -0.169181 2.521624 4.311961 -0.2 0.2 -0.1
C -1.330740 2.293723 5.045994 0.4 0.1 -0.1
Br -1.470163 2.998487 6.787891 0.0 0.1 0.1
C -2.361774 1.565256 4.530912 -0.2 -0.2 0.1
C -2.253629 1.016264 3.250469 0.5 0.1 -0.5
C -1.117272 1.260814 2.474361 0.0 0.1 0.5
O -0.934949 0.732804 1.210851 0.0 -0.1 0.1
C -3.402547 0.233066 2.800090 -0.9 -0.5 0.1
N -4.550971 0.293052 3.433802 0.1 -0.3 -0.4
C -5.378116 -0.609039 2.782851 0.2 -0.2 -0.2
C -6.704878 -0.947847 3.042728 0.2 -0.1 -0.2
C -7.303534 -1.885471 2.219287 0.1 0.0 0.1
C -6.596485 -2.499328 1.165426 0.0 0.1 0.0
C -5.274047 -2.182631 0.892883 -0.2 -0.1 0.1
C -4.690058 -1.235967 1.723563 0.0 0.4 0.5
N -3.424513 -0.685114 1.768528 0.3 0.3 0.0
H 1.401829 4.185540 2.881291 -0.1 0.1 0.1
H 2.608481 3.416836 1.838268 -0.1 -0.1 0.0
H 2.478430 2.914330 3.522315 -0.1 0.0 0.0
H 0.612966 3.127177 4.730211 0.1 0.0 0.1
H -3.258699 1.368759 5.096953 0.0 0.0 0.0
H -1.622077 1.060083 0.609810 0.0 0.0 -0.2
H -7.205016 -0.474486 3.870216 -0.3 0.0 0.1
H -8.339705 -2.158204 2.391796 0.1 0.0 0.0
H -7.107993 -3.227691 0.545844 0.1 0.1 0.1
H -4.715730 -2.645754 0.088925 -0.1 0.0 0.0
H -2.666467 -0.867233 1.133517 0.1 -0.1 -0.1
I 1.758377 4.308737 -0.958469 0.0 -0.1 -0.3
C 3.854743 1.731976 -0.639414 0.1 0.0 0.1
C 5.012626 2.448104 -0.386259 0.1 0.2 0.1
C 5.521801 2.433651 0.896487 0.1 0.0 0.2
C 4.882505 1.665769 1.858035 -0.1 -0.2 0.0
C 3.736585 0.959336 1.500707 0.3 0.2 0.0
N 3.212823 1.010679 0.274471 0.2 0.1 0.1
H 5.500032 3.039913 -1.151383 -0.1 -0.1 -0.1
H 6.400970 3.019442 1.144065 -0.1 -0.1 0.0
H 5.262566 1.628992 2.869009 0.0 -0.1 0.0
H 3.201634 0.356601 2.228041 0.0 0.0 -0.1
C 3.956443 -4.364808 0.646366 -0.2 -0.1 0.3
N 2.706175 -3.915510 1.283473 0.2 -0.3 0.0
C 2.038414 -4.662478 2.201857 0.1 -0.1 0.0
C 0.871317 -4.258476 2.745111 -0.2 0.6 -0.3
C 0.388011 -2.967059 2.306615 0.4 -0.4 0.0
N 1.044225 -2.221800 1.430447 0.3 -0.2 -0.1
C 2.211418 -2.679988 0.880097 -0.6 -0.7 0.9
O 2.838301 -2.055248 0.049691 0.6 0.7 -0.7
N -0.759259 -2.477965 2.785976 -0.3 -0.2 0.5
H 4.232896 -5.324038 1.078334 -0.1 0.0 -0.1
H 4.750593 -3.652257 0.845868 0.0 0.1 0.0
H 3.837568 -4.454330 -0.433341 -0.1 0.0 0.1
H 2.506197 -5.597179 2.485989 0.0 0.0 -0.1
H 0.328980 -4.853879 3.467255 0.1 0.0 -0.1
H -1.259240 -2.965949 3.520280 0.2 0.3 -0.3
H -0.960826 -1.507874 2.612948 -0.1 0.1 0.0
```
Forces are in eV/Å.

Values from the calculation:
gap between HOMO and LUMO (spin up / spin down) = 6.76 / 4.92 eV
spin multiplicity = 2
ΔE to the lowest compared entry with this formula, charge and spin = 0.00 kJ/mol
net charge = +1
E_LUMO (spin up / spin down) = -3.255 / -5.093 eV



Record 3
# C36H34BIN10ScSe2

C36H34BIN10ScSe2 as an isolated structure (wB97M-V/def2-TZVPD, the Open Molecules 2025 dataset).

```
85
Properties=species:S:1:pos:R:3:forces:R:3
Sc -0.204710 -1.299394 -0.218713 0.0 0.0 -0.1
C 0.953270 1.699669 -1.454641 0.0 0.0 0.0
C 0.144485 1.828718 -0.207311 0.0 0.0 0.0
C -0.175223 2.978243 0.516212 0.0 0.0 0.0
C -0.940499 2.536395 1.573194 0.0 0.0 0.0
N -1.088689 1.203794 1.480380 0.0 0.0 0.0
N -0.403652 0.760109 0.388198 0.1 0.1 0.0
B -1.764647 0.264534 2.489954 0.0 0.0 0.0
N -2.452548 -0.961680 1.835219 0.0 0.0 0.0
C -3.713242 -1.369007 2.039820 0.0 0.0 0.0
C -3.895970 -2.586846 1.415562 0.0 0.0 0.0
C -2.667620 -2.888277 0.831385 0.0 0.0 0.0
C -2.284404 -4.058868 -0.009599 0.0 0.0 0.0
N -1.788963 -1.905808 1.103534 -0.2 0.0 -0.1
N -0.619435 -0.373572 3.376584 0.0 0.0 0.0
C -0.656963 -1.542839 4.018872 0.0 0.0 0.0
C 0.605368 -1.911767 4.402281 0.0 0.0 0.0
C 1.510362 -0.852845 4.016324 0.0 0.0 0.0
C 3.585227 0.544632 4.698259 0.0 0.0 0.0
N 0.638120 0.202369 3.439177 0.0 0.0 0.0
N -2.733835 0.986883 3.360246 0.0 0.0 0.0
C -3.744190 1.836162 3.016908 0.0 0.0 0.0
C -4.602417 1.907157 4.075816 0.0 0.0 0.0
C -4.056120 1.034048 5.052150 0.0 0.0 0.0
C -4.579850 0.741756 6.417143 0.0 0.0 0.0
N -2.946953 0.472681 4.608147 0.0 0.0 0.0
H 0.668905 2.478972 -2.161588 0.0 0.0 0.0
H 0.786563 0.740832 -1.953069 0.0 0.0 0.0
H 2.017987 1.809232 -1.243164 0.0 0.0 0.0
H 0.107838 3.991768 0.291095 0.0 0.0 0.0
H -1.388764 3.078103 2.389748 0.0 0.0 0.0
H -4.392121 -0.774551 2.631718 0.0 0.0 0.0
H -4.793101 -3.181029 1.395228 0.0 0.0 0.0
H -2.789388 -4.957711 0.339556 0.0 0.0 0.0
H -1.208092 -4.241993 0.025016 0.0 0.0 0.0
H -2.566984 -3.897303 -1.051461 0.0 0.0 0.0
H -1.596333 -2.058155 4.146070 0.0 0.0 0.0
H 0.877162 -2.784599 4.973561 0.0 0.0 0.0
H 4.579068 0.430723 5.128680 0.0 0.0 0.0
H 3.008205 1.204875 5.343474 0.0 0.0 0.0
H 3.701848 1.020656 3.725004 0.0 0.0 0.0
H -3.774501 2.316553 2.051277 0.0 0.0 0.0
H -5.493210 2.506666 4.155421 0.0 0.0 0.0
H -5.625818 0.439071 6.376308 0.0 0.0 0.0
H -4.520043 1.627850 7.049596 0.0 0.0 0.0
H -3.999643 -0.052676 6.881370 0.0 0.0 0.0
Se 2.266130 -2.135942 -1.532574 0.0 0.0 0.0
Se 2.239934 -3.682366 0.255577 0.0 0.0 0.0
C 2.251937 -2.332737 1.638727 0.0 0.0 0.0
C 3.359201 -2.448234 2.610754 0.0 0.0 0.0
C 3.663505 -1.821933 3.773762 0.0 0.0 0.0
C 2.900218 -0.819190 4.607364 0.0 0.0 0.0
C 1.591541 -0.428474 2.539234 0.0 0.0 0.0
N 1.345054 -1.414871 1.557267 0.1 -0.1 0.1
C 0.676427 -2.647182 -2.476876 0.0 0.0 0.0
C 0.731827 -3.636649 -3.384546 0.0 0.0 0.0
C -0.518084 -4.003997 -4.026479 0.0 0.0 0.0
C -1.550620 -3.162304 -3.954905 0.0 0.0 0.0
C -1.450548 -1.840097 -3.231092 0.0 0.0 0.1
N -0.454021 -1.931377 -2.124932 0.0 0.0 0.0
H 4.092967 -3.176435 2.287115 0.0 0.0 0.0
H 4.607062 -2.131082 4.214816 0.0 0.0 0.0
H 2.858548 -1.230401 5.621522 0.0 0.0 0.0
H 2.431024 0.222910 2.321997 0.0 0.0 0.0
H 1.661107 -4.134895 -3.618696 0.0 0.0 0.0
H -0.590138 -4.940494 -4.563091 0.0 0.0 0.0
H -2.495074 -3.392929 -4.432496 0.0 0.0 0.0
H -2.417570 -1.684737 -2.775457 0.0 0.0 0.0
I -3.344011 0.131620 -1.323356 0.0 0.0 0.0
C -2.195585 1.235607 -2.718899 0.0 0.0 0.0
C -2.354686 2.580120 -2.500606 0.0 0.0 0.0
C -1.767305 3.535068 -3.346083 0.0 0.0 0.0
C -1.048460 3.103020 -4.415421 0.0 0.0 0.0
C -0.861317 1.722084 -4.663574 0.0 0.0 0.0
C -0.102263 1.367707 -5.806939 0.0 0.0 0.0
C 0.125086 0.067316 -6.114447 0.0 0.0 0.0
C -0.378902 -0.929549 -5.259914 0.0 0.0 0.0
C -1.109055 -0.654542 -4.131897 0.0 0.0 0.0
C -1.412984 0.718574 -3.804270 0.0 0.0 0.0
H -2.963447 2.919828 -1.674028 0.0 0.0 0.0
H -1.918671 4.588702 -3.155654 0.0 0.0 0.0
H -0.609251 3.808976 -5.108759 0.0 0.0 0.0
H 0.279315 2.164463 -6.432644 0.0 0.0 0.0
H 0.690269 -0.209644 -6.993593 0.0 0.0 0.0
H -0.177538 -1.961563 -5.507142 0.0 0.0 0.0
```
Forces are in eV/Å.

Values from the calculation:
gap between HOMO and LUMO (spin up / spin down) = 5.81 / 5.13 eV
spin multiplicity = 2
ΔE to the lowest compared entry with this formula, charge and spin = 308.86 kJ/mol
net charge = +2
E_LUMO (spin up / spin down) = -6.842 / -7.518 eV



Q: Look up the net charge of the second one.
A: +1



Q: What is the net charge in the first record?
A: +1



Q: The highest ΔE to the lowest compared entry with this formula, charge and spin belongs to which entry?
A: C36H34BIN10ScSe2